1.
The following is a DFT calculation (the ωB97M-V functional and the def2-TZVPD basis) of a cluster of 3 separate species, C5H13N2 in total.

XYZ file:
```
20
Properties=species:S:1:pos:R:3:mulliken_charge:R:1
C -2.61664 0.73033 0.23008 -1.2398
C -2.26154 -0.53791 0.43423 0.2486
C -2.05417 -1.52943 -0.65060 -1.0088
C 2.07441 1.07150 -0.72159 -0.6763
C 1.01614 1.58421 -0.27405 0.5768
N -0.05077 1.95869 0.28920 -0.2449
N 3.27705 -1.08454 0.50203 -0.8457
H -2.86212 1.09394 -0.75865 0.3720
H -0.04501 2.75082 0.92361 0.2656
H -2.11508 -1.06776 -1.63210 0.3026
H -1.09653 -2.03495 -0.54110 0.2681
H -2.82836 -2.29490 -0.58477 0.3320
H 2.58419 0.20681 -0.13838 0.3749
H 2.59433 1.33091 -1.62321 0.3249
H -2.09816 -0.89508 1.44047 0.3287
H -0.97702 1.45534 0.17230 0.3172
H 3.91611 -0.83485 1.24908 0.2861
H 3.80918 -1.53966 -0.23063 0.2955
H 2.60087 -1.74866 0.86237 0.2775
H -2.86685 1.38519 1.05169 0.4454
```

Output
- Total charge: +1
- Frontier orbital gap: 10.3090 eV
- E_HOMO: -0.49912 Eh
- ΔE to the lowest compared entry with this formula, charge and spin: 3.589 eV


2.
The following is a DFT calculation (the ωB97M-V functional and the def2-TZVPD basis) of a structure of composition C7H4 in a non-equilibrium geometry.

XYZ file:
```
11
Properties=species:S:1:pos:R:3:mulliken_charge:R:1
C -0.12105 0.81347 -1.36428 0.0595
C -1.38600 0.93194 -1.16623 -0.3815
C 0.15896 -1.20230 0.00563 -0.1296
C -0.86382 -0.60616 0.78304 -0.5109
C 0.81722 -0.00295 -0.76636 -0.2083
C -1.28280 0.70763 0.21496 0.1928
C 0.55338 0.04346 0.74333 -0.6718
H 0.62559 -2.23444 0.03987 0.2936
H 1.83376 -0.05200 -1.07984 0.4834
H -1.42923 1.38233 0.95941 0.4612
H 1.09397 0.21903 1.63048 0.4117
```

Output
- Total charge: 0
- Frontier orbital gap (alpha / beta): 7.9741 / 7.9733 eV
- E_HOMO (alpha / beta): -0.30596 / -0.30594 Eh
- ΔE to the lowest compared entry with this formula, charge and spin: 4.489 eV


3.
The following is a DFT calculation (the ωB97M-V functional and the def2-TZVPD basis) of the molecule C33H34N4O5 in a non-equilibrium geometry.

XYZ file:
```
76
Properties=species:S:1:pos:R:3:mulliken_charge:R:1
C -0.54229 -0.86902 3.93527 -0.9494
C -1.27475 -2.18678 3.71125 -0.6945
C -2.47145 -2.03201 2.77303 1.0541
C -3.17102 -3.36993 2.52625 -1.2931
C -4.36152 -3.26970 1.57069 -0.5974
C -4.09997 -2.73055 0.17132 0.3402
O -4.96392 -2.16716 -0.46421 -0.6407
N -2.84395 -2.95929 -0.30267 -0.0071
C -2.29156 -2.46080 -1.48897 0.3743
C -3.03505 -2.29791 -2.65290 -0.5347
C -2.41541 -1.81498 -3.79428 -0.8182
C -1.07611 -1.47707 -3.78917 -1.1233
C -0.32978 -1.61990 -2.61851 0.3615
C 1.05170 -1.19256 -2.54536 -0.3453
N 1.77893 -0.91483 -3.55658 -0.8294
O 3.01330 -0.46757 -3.16559 -0.3840
C 3.02043 -0.24980 -1.74588 1.4652
C 1.77716 -0.98583 -1.24108 -0.0337
C 4.32771 -0.63711 -1.05791 -1.8682
C 4.26455 0.16394 0.24357 -0.2389
C 3.60179 -0.67086 1.37300 0.2029
N 3.54621 -0.03904 2.54687 -0.2695
O 3.23302 -1.81472 1.19794 -0.6775
N 3.47102 1.34792 -0.10006 0.2870
C 3.35776 2.42787 0.69175 0.2568
O 3.93966 2.54337 1.76156 -0.8056
C 2.49546 3.53441 0.16348 0.2087
C 3.08141 4.73783 -0.19633 -0.6181
C 2.29852 5.79171 -0.63790 -0.7043
C 0.92222 5.65172 -0.71077 -0.8314
C 0.32674 4.45624 -0.35165 -0.4213
C 1.10405 3.38624 0.08411 0.2978
C 0.47786 2.11186 0.52127 0.6707
O 0.97373 1.42364 1.39493 -0.5997
C -0.77213 1.69986 -0.16487 0.8640
C -1.75552 1.04931 0.57904 -0.4959
C -2.91661 0.61491 -0.02983 -0.8241
C -3.09202 0.78865 -1.39309 -0.5393
C -2.10868 1.41259 -2.14363 -1.1213
C -0.95894 1.88051 -1.53451 0.1421
C 2.94759 1.25388 -1.44329 -0.3749
C -0.94430 -2.12445 -1.47733 0.2573
H -1.22386 -0.11293 4.32050 0.3517
H 0.25857 -1.00208 4.65889 0.4312
H -0.10428 -0.50221 3.00945 0.0142
H -0.57694 -2.91593 3.29211 0.3406
H -1.62119 -2.57719 4.67131 0.3194
H -2.12957 -1.60119 1.82964 -0.7317
H -3.18608 -1.33142 3.21147 0.3607
H -3.54268 -3.74971 3.48134 0.4851
H -2.44751 -4.10691 2.16445 0.3110
H -4.80430 -4.26208 1.44116 0.3234
H -5.13500 -2.63282 2.00528 0.3609
H -2.16679 -3.32774 0.34889 0.2286
H -4.08395 -2.54292 -2.65400 0.5124
H -2.99331 -1.69996 -4.69908 0.3888
H -0.58866 -1.09329 -4.67071 0.5113
H 2.03544 -1.94166 -0.77970 0.6988
H 1.20889 -0.40177 -0.51965 -0.0756
H 4.38908 -1.70486 -0.85647 0.4232
H 5.16875 -0.33280 -1.68007 0.3827
H 5.25096 0.47893 0.60294 0.6587
H 3.04395 -0.47941 3.30098 0.2566
H 3.76197 0.95225 2.60447 0.3131
H 4.15311 4.84494 -0.12194 0.5227
H 2.76328 6.72531 -0.91651 0.4144
H 0.31064 6.47726 -1.04213 0.4319
H -0.74793 4.35357 -0.38502 0.5350
H -1.59826 0.91480 1.63894 0.6314
H -3.68879 0.13278 0.54971 0.5693
H -3.99326 0.42880 -1.86371 0.4398
H -2.23810 1.53822 -3.20771 0.3977
H -0.19789 2.36768 -2.12826 0.4126
H 3.58296 1.80197 -2.15207 0.3564
H 1.92973 1.63379 -1.52447 -0.2394
H -0.37482 -2.25601 -0.56899 0.5219
```

Output
- Total charge: 0
- Frontier orbital gap: 8.1623 eV
- E_HOMO: -0.31174 Eh
- ΔE to the lowest compared entry with this formula, charge and spin: 0.000 eV
- SMILES: CCCCCC(=O)Nc1cccc(C2=NO[C@@]3(C2)C[C@H](C(N)=O)N(C(=O)c2ccccc2C(=O)c2ccccc2)C3)c1


4.
The following is a DFT calculation (the ωB97M-V functional and the def2-TZVPD basis) of a structure of composition C20H39IrNOP2Si in a non-equilibrium geometry.

XYZ file:
```
65
Properties=species:S:1:pos:R:3:mulliken_spin:R:1
Ir -0.11028 0.14300 0.30434 0.9635
P 0.26210 1.11822 -2.08125 0.0498
P -0.47644 -1.40873 2.02863 0.0703
N 1.52272 0.80185 0.69983 0.6858
H -1.32042 1.20505 0.50310 0.2427
C -0.54179 2.73325 -2.48759 0.0058
H -0.22507 3.11399 -3.47101 0.0016
H -0.26944 3.46929 -1.72201 0.0019
H -1.63216 2.61644 -2.48942 -0.0032
C -0.07402 0.16882 -3.62389 0.0073
H 0.11762 0.77889 -4.52263 -0.0013
H -1.11272 -0.17973 -3.64643 0.0018
H 0.58615 -0.70660 -3.64558 0.0048
C 2.02659 1.57419 -2.36905 0.0058
H 2.17591 2.03761 -3.35495 0.0014
H 2.64164 0.67009 -2.30442 -0.0044
H 2.35073 2.27483 -1.59250 0.0034
C -1.64460 -0.65767 3.22454 0.0181
H -1.72207 -1.30163 4.10934 0.0038
H -2.64243 -0.50007 2.79787 -0.0233
H -1.25339 0.32109 3.52242 0.0029
C -1.02441 -3.14058 1.79939 0.0129
H -1.18989 -3.63436 2.77014 0.0002
H -0.24250 -3.68488 1.25621 0.0072
H -1.95121 -3.21689 1.20669 0.0145
C 1.05408 -1.61973 2.98780 0.0152
H 0.83146 -2.21110 3.88625 0.0030
H 1.44513 -0.63892 3.27787 0.0009
H 1.79657 -2.14351 2.37512 -0.0095
C 2.70951 1.18382 1.11955 -0.1163
C 4.10437 2.89742 2.15584 0.6147
C 2.85530 2.47585 1.72483 0.5865
C 3.86311 0.33990 0.97414 0.5640
C 5.10063 0.78943 1.41946 0.6276
C 5.21637 2.05741 2.00393 -0.0260
H 4.19956 3.88016 2.60707 0.0429
H 1.94861 3.06983 1.80908 0.0263
H 3.70942 -0.63051 0.50664 0.0370
H 5.96936 0.14668 1.30572 0.0444
H 6.19565 2.40039 2.34948 0.0111
C -3.06363 -1.17698 -1.23700 0.0461
O -1.63905 -1.47040 -1.38352 -0.0151
C -3.41192 0.22159 -1.70299 0.0189
H -4.49831 0.37626 -1.73583 0.0006
H -2.96775 0.42058 -2.67170 -0.0023
H -3.01435 0.96315 -0.99637 0.0068
C -3.75030 -2.31215 -1.92775 0.0160
H -4.75788 -2.52983 -1.54491 -0.0007
H -3.12403 -3.20091 -1.77363 -0.0034
H -3.76663 -2.06547 -2.98352 0.0016
C -4.14958 -2.91252 2.97339 0.0055
Si -4.48363 -2.09139 1.32408 -0.0402
C -5.59354 -3.43529 0.59061 0.0229
C -5.47899 -0.52262 1.51319 0.0195
C -3.04410 -1.29685 0.30186 0.5133
C -1.63117 -1.09350 -0.08190 -0.0887
H -5.14083 -3.12899 3.38948 -0.0009
H -3.61824 -2.30135 3.70101 -0.0001
H -3.63057 -3.87076 2.87173 -0.0001
H -6.37245 -3.64011 1.33678 0.0007
H -6.12240 -3.17542 -0.32887 0.0011
H -5.07458 -4.38577 0.42485 -0.0006
H -4.86505 0.24666 2.00057 0.0035
H -5.79086 -0.14716 0.52845 -0.0013
H -6.36793 -0.72546 2.11883 0.0019
```

Output
- Total charge: 0
- ⟨S²⟩: 8.89
- Frontier orbital gap (alpha / beta): 5.2944 / 4.4624 eV
- E_HOMO (alpha / beta): -0.16867 / -0.25198 Eh
- ΔE to the lowest compared entry with this formula, charge and spin: 0.332 eV
- Spin multiplicity: 6


5.
The following is a DFT calculation (the ωB97M-V functional and the def2-TZVPD basis) of the molecule CH4NOPS in a non-equilibrium geometry.

XYZ file:
```
9
Properties=species:S:1:pos:R:3:mulliken_charge:R:1
C -1.01525 0.83905 -0.21922 -0.4759
N 1.33472 -1.05599 -0.41187 -0.2765
O -1.32137 -0.47244 -0.13042 -0.3613
P -0.07309 -1.75568 0.09875 0.1641
S 2.18558 0.35150 0.04012 -0.1234
H -0.33570 1.13897 -1.00770 0.3564
H -1.25055 1.51355 0.51661 0.3399
H 1.86128 -1.55469 -1.13336 0.3066
H -0.13062 -1.45131 1.49139 0.0701
```

Output
- Total charge: 0
- Frontier orbital gap (alpha / beta): 9.0944 / 5.8510 eV
- E_HOMO (alpha / beta): -0.32920 / -0.27965 Eh
- ΔE to the lowest compared entry with this formula, charge and spin: 2.210 eV


6.
The following is a DFT calculation (the ωB97M-V functional and the def2-TZVPD basis) of a cluster of 12 separate species, C40H103N7O17 in total in a non-equilibrium geometry.

XYZ file:
```
167
Properties=species:S:1:pos:R:3:mulliken_charge:R:1
C -1.45956 9.78500 0.66834 -1.4843
C -1.51461 8.43462 1.48406 0.4960
C -0.44887 8.42386 2.53288 -0.7888
O -0.35142 7.09689 3.02145 -0.2189
C 0.81841 6.87341 3.86839 -0.7534
N -2.88781 8.11887 2.10636 -0.6458
H -3.69422 8.55599 1.70014 0.2479
H -3.31680 6.61755 1.73003 0.4763
H -2.79316 8.42972 3.05167 0.2614
H -2.01373 10.54023 1.15073 0.3930
H -2.03906 9.57998 -0.23958 0.3877
H -0.42010 10.08717 0.40715 0.3697
H -1.41187 7.70663 0.68230 0.1501
H -0.67979 9.11839 3.38291 0.3150
H 0.55446 8.70459 2.11467 0.4325
H 0.52241 7.00182 4.87703 0.3214
H 1.61641 7.61942 3.62548 0.3692
H 1.16965 5.89745 3.75853 0.1265
C 3.68823 2.07161 4.72060 -1.4173
C 4.97353 1.44518 5.20872 0.2176
C 4.58552 0.27884 6.15818 -1.1302
O 3.54614 -0.51843 5.61458 -0.0627
C 3.56613 -1.73607 6.30185 -0.9617
N 5.68389 0.95859 4.08860 -0.6332
H 6.03601 1.76144 3.56812 0.2537
H 6.56631 0.65113 4.53186 0.2938
H 5.32071 -0.44216 3.18441 0.5114
H 2.81761 2.10570 5.39855 0.3777
H 3.39007 1.50387 3.84814 0.0999
H 3.85626 3.13038 4.50005 0.4220
H 5.55649 2.11499 5.85739 0.4793
H 4.29307 0.59337 7.20145 0.4567
H 5.46941 -0.33033 6.31678 0.5181
H 4.47009 -2.34583 6.24507 0.3580
H 2.73705 -2.32177 5.93734 0.2086
H 3.46424 -1.52937 7.31889 0.4202
C -1.35612 1.05745 -5.66087 -1.8904
C -0.41839 -0.16268 -5.64925 1.1249
C 0.29542 -0.45823 -7.02798 -0.9143
O 0.88727 -1.74929 -6.91672 -0.1145
C 1.79529 -2.15178 -7.94934 -0.8545
N 0.58989 -0.04511 -4.62808 0.0056
H 0.08312 0.20046 -3.77949 -0.2242
H 2.00227 -0.86218 -4.01520 0.4872
H 1.09291 0.86947 -4.76393 0.3950
H -2.12494 0.99537 -6.39208 0.4641
H -0.84127 1.97228 -5.94772 0.4180
H -1.83445 1.19298 -4.73431 0.4472
H -1.00536 -1.00709 -5.41363 -0.3649
H 1.03480 0.33786 -7.13765 0.4500
H -0.46233 -0.46744 -7.84857 0.3550
H 2.21601 -3.10486 -7.56063 0.2294
H 2.55778 -1.43529 -8.17564 0.3335
H 1.33353 -2.41848 -8.90054 0.3265
C 2.01209 -4.99546 3.20650 -1.9828
C 2.06594 -5.14274 1.68538 1.6023
C 3.56138 -5.49393 1.30466 -1.0316
O 3.77115 -5.26248 -0.10842 -0.3606
C 4.97199 -5.92032 -0.59620 -0.9810
N 1.09224 -6.24082 1.35167 -0.4994
H 1.26740 -7.00736 1.99896 0.3193
H -0.49255 -5.70323 1.11268 0.4524
H 1.27223 -6.55705 0.39490 0.2932
H 2.68709 -4.25867 3.57903 0.4528
H 2.28184 -5.99886 3.63292 0.5019
H 0.99479 -4.96355 3.53193 0.4229
H 1.83539 -4.22645 1.16029 -0.4878
H 3.74459 -6.52534 1.61800 0.3460
H 4.13956 -4.80843 1.92152 0.3898
H 5.20570 -5.45204 -1.46445 0.2742
H 4.73873 -6.95721 -0.85486 0.3253
H 5.74639 -5.95375 0.15439 0.4597
C -6.15440 1.10213 0.94351 -1.2185
C -6.24843 1.81920 -0.42108 0.6263
C -7.46413 2.78402 -0.37684 -0.8078
O -7.41877 3.66758 -1.54813 -0.3431
C -8.29513 4.76710 -1.34125 -0.6548
N -4.94534 2.47565 -0.72999 0.3795
H -4.50427 2.98968 0.12342 0.1455
H -4.31276 1.68838 -1.06365 0.3674
H -5.03064 3.17271 -1.45131 0.4693
H -7.12924 0.57143 1.09018 0.4404
H -5.98109 1.86044 1.75754 0.2970
H -5.36322 0.34793 0.93284 0.1992
H -6.36606 1.16039 -1.27141 -0.1128
H -7.34808 3.47130 0.53897 0.3603
H -8.38771 2.20076 -0.45474 0.3629
H -9.34686 4.51799 -1.40895 0.2745
H -8.10194 5.46743 -2.17986 0.2299
H -7.98939 5.19161 -0.35733 0.3053
C -0.52125 -4.41072 -4.74329 -1.0833
N -1.05653 -3.93357 -3.43315 0.4868
C -0.83045 -2.43864 -3.30054 -0.7239
C -2.45056 -4.24759 -3.30902 -0.6314
C -0.20130 -4.64605 -2.36131 -0.9639
C 1.30258 -4.26615 -2.23180 1.0070
O 1.91248 -5.51109 -2.01189 -0.6381
H -0.74326 -5.46865 -4.97383 0.3791
H 0.50361 -4.20090 -5.05233 0.3313
H -1.12904 -3.88467 -5.50199 0.4521
H 0.19982 -2.20132 -3.62133 0.2883
H -1.06834 -2.11096 -2.31045 -0.2519
H -1.53788 -1.96238 -3.90986 0.8073
H -2.95532 -3.84139 -4.15378 0.4581
H -2.92091 -3.78187 -2.46365 0.0488
H -2.57216 -5.32216 -3.37866 0.3621
H -0.16061 -5.75838 -2.52869 0.5720
H -0.77598 -4.49909 -1.43396 0.2262
H 1.44145 -3.58075 -1.41584 -0.3650
H 1.67095 -3.81421 -3.14420 0.0984
H 2.52824 -5.48850 -1.22572 0.3725
C 1.84106 -0.94380 0.58494 -0.3870
N 1.25456 -0.05743 1.68737 1.2589
C 1.57805 -0.66980 2.99695 -0.4537
C 1.81988 1.30471 1.62338 -0.6304
C -0.22989 0.05044 1.62037 -0.9837
C -0.79241 0.58802 0.33447 -1.0235
O -0.74439 -0.38275 -0.68301 0.4909
H 1.71623 -0.54704 -0.35754 0.5172
H 1.23266 -1.91238 0.60055 -0.1868
H 2.89637 -1.13315 0.92213 -0.3756
H 1.12123 -1.64022 3.12040 0.1048
H 1.08217 -0.04409 3.75894 0.4358
H 2.67405 -0.70952 3.26625 -0.0854
H 2.82177 1.19550 2.00090 0.1234
H 1.28060 2.06316 2.27512 0.1864
H 2.07777 1.66812 0.65346 0.2890
H -0.46757 0.62507 2.52698 0.5543
H -0.59254 -0.96116 1.66809 0.3354
H -0.25997 1.50202 0.08345 0.3059
H -1.76745 0.84808 0.54871 0.5304
H -1.63930 -0.37020 -1.05444 -0.3366
C 5.45535 -1.80904 0.30981 -0.8400
C 5.10391 -0.79335 1.29389 0.9241
O 4.45874 0.21428 1.00439 -0.6063
O 5.38113 -1.17459 2.50980 -0.5325
H 4.93157 -1.66128 -0.66225 -0.1516
H 5.35702 -2.81037 0.60674 0.1512
H 6.44527 -1.61062 0.03265 0.5775
C -5.33021 -1.20350 -2.24368 -1.4800
C -3.92863 -0.94603 -1.60072 0.4167
O -3.56501 0.19816 -1.20014 -0.9372
O -3.21540 -1.92372 -1.58315 -0.2730
H -5.88339 -1.98293 -1.72006 0.2893
H -5.06885 -1.58526 -3.25422 0.3818
H -5.86099 -0.29376 -2.45501 0.4373
C 4.93901 -0.20795 -2.93627 -1.2429
C 3.51551 -0.17237 -3.13548 1.0610
O 2.99708 -1.00968 -4.03165 -0.5223
O 2.76937 0.58121 -2.51628 -0.5970
H 5.30171 0.44768 -2.09221 0.2567
H 5.44513 0.20855 -3.83511 0.3939
H 5.38673 -1.22943 -2.72446 0.3022
C -3.29910 4.83213 3.36144 -0.9629
C -3.64646 4.63163 2.00228 0.7995
O -3.53960 5.70794 1.23425 -0.5631
O -3.88488 3.54735 1.46337 -0.7815
H -3.86277 5.69740 3.79124 0.3577
H -2.24814 5.07711 3.48379 0.1936
H -3.42489 3.88331 3.91541 0.3031
C -2.94266 -3.45901 1.39590 -0.8734
C -1.57798 -4.04073 1.39547 0.6758
O -0.55324 -3.41106 1.69086 -0.4664
O -1.42074 -5.30375 1.03029 -0.5824
H -3.25419 -3.35433 0.35244 -0.0860
H -2.97265 -2.45729 1.85079 0.1985
H -3.57116 -4.22542 1.76129 0.5184
```

Output
- Total charge: +2
- Frontier orbital gap: 9.8044 eV
- E_HOMO: -0.47578 Eh


These records have electronic energy values of -307.4897; -268.7755; -1873.2035; -1991.6316; -909.9237; -3247.7006 hartree, in the order they appear.